[1]
{"formula": "C38H49N3O5", "method": "ωB97M-V/def2-TZVPD", "symbols": ["C", "C", "C", "C", "H", "H", "C", "C", "O", "C", "C", "C", "C", "C", "C", "H", "H", "C", "N", "C", "N", "C", "N", "C", "C", "C", "C", "C", "C", "H", "H", "O", "C", "H", "H", "H", "H", "H", "C", "C", "C", "C", "C", "C", "O", "H", "H", "O", "C", "C", "C", "H", "C", "C", "C", "H", "H", "H", "H", "H", "H", "H", "H", "H", "C", "C", "H", "H", "H", "H", "H", "H", "H", "H", "H", "O", "H", "H", "H", "H", "C", "C", "H", "H", "H", "H", "H", "H", "H", "H", "H", "H", "H", "H", "H"], "xyz": [[-3.505, -4.311, -2.983], [-4.794, -3.728, -2.420], [-5.544, -4.750, -1.569], [-6.892, -4.243, -1.051], [-7.416, -5.070, -0.564], [-7.495, -3.932, -1.909], [-6.817, -3.068, -0.067], [-6.090, -3.459, 1.229], [-4.695, -3.643, 1.084], [-3.886, -2.583, 0.875], [-4.270, -1.253, 0.932], [-3.350, -0.232, 0.701], [-2.006, -0.544, 0.407], [-1.638, -1.896, 0.363], [-2.546, -2.894, 0.591], [-2.257, -3.932, 0.557], [-0.614, -2.148, 0.140], [-1.022, 0.494, 0.162], [0.239, 0.134, -0.080], [1.121, 1.119, -0.297], [0.792, 2.412, -0.278], [-0.478, 2.697, -0.031], [-1.415, 1.773, 0.192], [-0.868, 4.103, -0.001], [-2.195, 4.489, 0.171], [-2.546, 5.824, 0.199], [-1.570, 6.807, 0.056], [-0.236, 6.422, -0.118], [0.108, 5.093, -0.147], [1.134, 4.790, -0.280], [0.508, 7.196, -0.228], [-1.802, 8.142, 0.070], [-3.122, 8.601, 0.245], [-3.775, 8.263, -0.565], [-3.535, 8.279, 1.206], [-3.060, 9.688, 0.227], [-3.584, 6.088, 0.332], [-2.962, 3.739, 0.280], [2.502, 0.778, -0.567], [3.430, 1.798, -0.815], [4.746, 1.522, -1.067], [5.202, 0.192, -1.084], [4.295, -0.830, -0.854], [2.955, -0.556, -0.593], [2.145, -1.598, -0.368], [1.240, -1.229, -0.206], [4.576, -1.870, -0.860], [6.517, 0.051, -1.356], [7.184, -1.196, -1.259], [7.872, -1.362, 0.106], [6.870, -1.654, 1.234], [6.054, -0.931, 1.169], [6.291, -3.070, 1.226], [5.026, -3.192, 2.078], [5.276, -2.933, 3.558], [4.369, -3.112, 4.130], [5.586, -1.905, 3.727], [6.054, -3.595, 3.935], [4.624, -4.202, 1.958], [4.272, -2.493, 1.710], [7.038, -3.775, 1.596], [6.044, -3.368, 0.205], [7.377, -1.485, 2.186], [8.339, -0.395, 0.330], [8.978, -2.423, 0.041], [10.237, -1.942, -0.672], [10.634, -1.054, -0.185], [11.000, -2.716, -0.647], [10.037, -1.700, -1.713], [8.598, -3.318, -0.455], [9.247, -2.699, 1.063], [6.516, -2.032, -1.474], [7.944, -1.158, -2.044], [5.459, 2.308, -1.255], [3.073, 2.816, -0.798], [-3.805, 1.025, 0.772], [-3.032, 1.619, 0.583], [-5.279, -0.951, 1.155], [-6.455, -4.430, 1.575], [-6.285, -2.720, 2.015], [-8.235, -2.576, 0.259], [-8.279, -1.186, 0.886], [-7.807, -1.171, 1.865], [-7.776, -0.463, 0.247], [-9.311, -0.868, 1.012], [-8.721, -3.294, 0.923], [-8.810, -2.548, -0.670], [-6.270, -2.250, -0.544], [-5.730, -5.639, -2.178], [-4.916, -5.051, -0.731], [-5.436, -3.400, -3.242], [-4.545, -2.851, -1.820], [-2.847, -4.621, -2.175], [-3.715, -5.178, -3.607], [-2.981, -3.572, -3.585]], "mulliken_charge": [-1.490, 0.098, -0.632, -1.310, 0.359, 0.391, 1.261, -1.250, -0.390, 0.822, -0.587, -0.349, 1.125, -0.412, -0.968, 0.553, 0.381, -0.098, -0.599, 0.185, -0.573, -0.124, -0.733, 1.020, -0.681, -0.692, 0.875, -0.723, -0.481, 0.509, 0.444, -0.456, -0.825, 0.335, 0.334, 0.243, 0.423, 0.352, 0.489, -0.677, -1.102, 0.754, -0.058, -0.340, -0.752, 0.814, 0.459, -0.432, -0.784, 0.690, -1.113, 0.336, -0.661, -0.164, -1.376, 0.431, 0.306, 0.307, 0.428, -0.052, 0.498, 0.343, 0.464, 0.412, -0.787, -1.337, 0.351, 0.396, 0.310, 0.340, 0.406, 0.247, 0.270, 0.468, 0.546, -0.741, 0.691, 0.572, 0.334, 0.491, -0.985, -1.255, 0.295, 0.314, 0.426, 0.334, 0.424, 0.235, 0.502, 0.195, 0.405, -0.064, 0.273, 0.399, 0.392], "homo_energy_ev": -8.21, "relative_energy_kcal_mol": 2.0, "total_charge": 0, "e_lumo_ev": -0.090, "homo_lumo_gap_ev": 8.116}

[2]
{"formula": "C38H50BiF3N2O2S5Si2", "method": "ωB97M-V/def2-TZVPD", "symbols": ["Bi", "C", "C", "S", "C", "C", "S", "C", "C", "S", "H", "H", "H", "H", "H", "H", "H", "H", "H", "H", "H", "H", "C", "Si", "C", "C", "C", "C", "C", "C", "C", "Si", "C", "C", "H", "H", "H", "H", "H", "H", "H", "H", "H", "H", "H", "H", "H", "H", "H", "H", "F", "C", "F", "F", "C", "C", "C", "C", "N", "C", "S", "H", "H", "H", "O", "S", "C", "C", "C", "C", "C", "C", "C", "C", "C", "C", "C", "C", "H", "H", "H", "H", "H", "H", "H", "H", "H", "H", "C", "N", "C", "C", "C", "O", "H", "H", "H", "H", "H", "H", "H", "H", "H"], "xyz": [[0.019, 0.735, -1.117], [-4.108, 3.600, -0.306], [-4.948, 2.313, -0.434], [-3.887, 0.957, -0.990], [-4.243, -0.353, 0.263], [-4.020, 0.181, 1.699], [-2.340, 0.638, 2.028], [-2.456, 2.161, 2.961], [-3.216, 3.302, 2.351], [-2.592, 3.671, 0.655], [-3.769, 3.820, -1.344], [-4.831, 4.400, -0.091], [-5.423, 2.035, 0.466], [-5.717, 2.471, -1.206], [-5.238, -0.771, 0.188], [-3.462, -1.096, 0.012], [-4.720, 1.042, 1.816], [-4.485, -0.580, 2.370], [-2.878, 1.925, 3.946], [-1.375, 2.471, 3.088], [-4.279, 3.186, 2.233], [-3.070, 4.144, 3.002], [3.823, 1.056, -1.185], [2.477, 0.540, -2.317], [2.890, -1.215, -2.947], [2.238, 1.622, -3.831], [3.239, 2.424, -4.321], [3.019, 3.138, -5.498], [1.812, 3.112, -6.137], [0.840, 2.264, -5.673], [1.005, 1.511, -4.535], [-0.508, 0.760, -3.751], [-0.951, -0.997, -4.398], [-1.992, 1.921, -3.929], [4.749, 0.777, -1.739], [3.757, 0.418, -0.311], [3.883, 2.143, -0.960], [3.807, -1.226, -3.563], [2.100, -1.640, -3.590], [3.076, -1.965, -2.162], [4.226, 2.469, -3.808], [3.745, 3.928, -5.732], [1.689, 3.792, -6.926], [-0.061, 2.236, -6.257], [-1.339, -0.836, -5.440], [-1.675, -1.448, -3.743], [-0.139, -1.716, -4.383], [-2.352, 1.963, -4.971], [-1.631, 2.941, -3.653], [-2.775, 1.505, -3.331], [-0.816, 6.564, 1.305], [0.133, 6.057, 0.538], [-0.294, 6.123, -0.777], [1.161, 6.926, 0.677], [0.583, 4.730, 1.087], [0.711, 4.660, 2.461], [1.185, 3.542, 3.088], [1.563, 2.462, 2.244], [1.360, 2.491, 0.972], [0.789, 3.523, 0.350], [0.442, 3.284, -1.349], [0.443, 5.527, 2.959], [1.238, 3.384, 4.172], [2.006, 1.631, 2.715], [2.357, -1.602, 0.274], [1.375, -2.024, 1.333], [1.888, -3.636, 1.832], [3.055, -4.232, 1.361], [3.359, -5.538, 1.779], [2.470, -6.255, 2.579], [1.310, -5.673, 3.035], [0.985, -4.367, 2.647], [1.620, -1.112, 2.845], [2.871, -0.642, 2.983], [3.158, 0.122, 4.123], [2.154, 0.330, 5.077], [0.870, -0.275, 4.929], [0.580, -0.994, 3.775], [3.745, -3.728, 0.728], [4.227, -6.039, 1.347], [2.724, -7.332, 2.818], [0.649, -6.252, 3.652], [0.236, -3.725, 3.084], [3.586, -0.797, 2.197], [4.055, 0.627, 4.301], [2.315, 1.044, 5.850], [0.171, -0.049, 5.717], [-0.375, -1.534, 3.637], [-0.935, -5.802, -0.123], [-1.450, -4.469, 0.020], [-2.386, -4.355, 1.162], [-1.146, -3.431, -0.835], [-0.147, -3.675, -1.891], [-1.752, -2.374, -0.720], [0.107, -5.770, -0.400], [-1.423, -6.399, -0.874], [-1.044, -6.398, 0.787], [-3.351, -4.824, 0.930], [-2.630, -3.346, 1.515], [-1.970, -4.867, 2.020], [0.847, -3.677, -1.418], [-0.201, -2.924, -2.662], [-0.321, -4.642, -2.354]], "mulliken_charge": [0.105, -1.150, -0.986, 0.120, -0.083, -1.302, 0.517, -0.451, -1.291, 0.411, 0.339, 0.443, 0.516, 0.461, 0.632, -0.447, 0.357, 0.520, 0.661, -0.292, 0.502, 0.608, -0.669, 1.022, -0.958, 0.711, -0.680, -0.598, -0.851, -0.536, 0.403, 0.472, -1.219, -0.876, 0.393, -0.249, 0.265, 0.409, 0.234, 0.098, 0.298, 0.294, 0.466, 0.363, 0.354, 0.305, 0.312, 0.470, 0.224, 0.109, -0.227, 0.857, -0.231, -0.296, -0.447, -0.902, -1.156, -0.167, 0.117, 0.551, -0.553, 0.658, 0.396, 0.630, -0.766, 1.166, 0.746, -0.435, -0.681, -0.432, -0.779, -0.577, 0.851, -0.544, -0.982, -0.347, -1.084, -0.070, 0.475, 0.376, 0.288, 0.485, 0.243, 0.285, 0.428, 0.480, 0.389, 0.379, -1.189, 0.311, -1.023, 0.479, 0.028, -0.331, 0.393, 0.353, 0.366, 0.375, 0.064, 0.426, 0.146, -0.873, 0.597], "homo_energy_ev": -6.85, "relative_energy_kcal_mol": 0.0, "total_charge": 0, "e_lumo_ev": 0.270, "homo_lumo_gap_ev": 7.121}